2 unconnected molecules or ions with the total composition C3H5BrOS in a non-equilibrium geometry, computed with the ωB97M-V functional and the def2-TZVPD basis.

Results
energy relative to the best compared isomer or geometry (same formula, charge and spin) = 307.3 kJ/mol
HOMO energy = -0.3583 Eh
total energy = -3164.6145 hartree
Kohn-Sham gap = 10.022 eV
2S+1 = 1
lowest unoccupied orbital energy = 0.27 eV

The geometry in XYZ format:
```
11
Properties=species:S:1:pos:R:3:forces:R:3
C -1.684587 0.614282 -0.758880 -1.686 -6.170 -2.073
C 1.211355 0.304048 0.617158 -0.095 -3.019 1.170
C 1.161139 -0.728311 1.456964 0.254 1.036 -1.801
O 2.239454 -1.930607 -0.766846 0.652 -0.228 -0.166
S 1.023280 -1.342552 -0.243041 -0.329 1.336 0.851
Br 1.551675 2.087909 0.526412 0.094 0.390 -0.106
H -1.180814 -0.314348 -0.179457 -1.638 2.388 -1.391
H -1.550332 0.432255 -1.888011 0.266 0.240 1.663
H -2.802090 0.587534 -0.684768 1.023 0.150 0.537
H -1.270109 1.480065 -0.499981 1.533 3.546 1.190
H 1.301026 -1.190277 2.420455 -0.075 0.333 0.126
```
Positions in Å, forces in eV/Å.

Atom charges from the Mulliken analysis, given in e for atoms 1 to 6:
1. C -0.7163
2. C -0.3529
3. C 0.1006
4. O -0.5375
5. S 0.3738
6. Br -0.0422



A molecular structure, C15H29INO2P2Ru in a non-equilibrium geometry, computed with the ωB97M-V functional and the def2-TZVPD basis.

Results
energy relative to the best compared isomer or geometry (same formula, charge and spin) = 112.2 kJ/mol
<S²> = 8.78
charge = +2
HOMO energy (spin up / spin down) = -0.5004 / -0.5483 Eh
total energy = -1868.6437 hartree
Kohn-Sham gap (spin up / spin down) = 4.551 / 5.699 eV
2S+1 = 6
lowest unoccupied orbital energy (spin up / spin down) = -9.07 / -9.22 eV

The geometry in XYZ format:
```
51
Properties=species:S:1:pos:R:3:forces:R:3
C -0.495157 -2.781125 -3.927513 1.644 -3.036 -2.265
C -0.730248 -1.593357 -3.308297 -0.352 7.042 3.277
H -0.204936 -2.613035 -4.986985 0.166 -0.385 0.359
H -1.392754 -3.400931 -3.889121 0.135 -0.236 -0.179
H 0.342689 -3.289264 -3.350252 -0.564 0.369 -1.078
O -0.286290 -0.454357 -3.117997 -1.106 -3.673 -1.369
I -0.680677 -3.976570 -1.172235 0.038 -0.602 0.725
Ru -0.309627 0.842390 0.176437 -0.882 -1.842 1.001
P 1.522489 -0.059003 -0.893242 3.891 0.035 -1.152
C 2.638261 1.263100 -0.302013 -0.129 0.194 0.087
C 2.356846 -1.512327 -0.151155 -1.138 -0.445 0.753
H 3.388447 -1.607079 -0.525831 -0.446 0.405 -0.002
H 3.380378 -0.090029 -2.577471 -0.344 0.084 0.729
H 1.802671 -2.421263 -0.405999 0.181 0.064 0.086
H 2.166022 -1.273364 -3.020545 -0.287 0.159 0.402
H 2.536504 1.353668 0.788566 0.160 0.242 -0.174
H 2.350901 -1.403317 0.936928 0.119 -0.157 -0.049
C 2.296296 -0.274588 -2.589202 -0.805 0.465 -0.811
H 3.676471 0.999951 -0.571863 -0.446 0.143 0.210
H 1.855969 0.433456 -3.290313 0.090 -0.044 0.002
H 2.331697 2.192209 -0.801157 0.404 -0.108 0.257
P -2.271523 -0.087331 -0.995101 -3.271 -0.568 -0.488
C -3.240650 1.424229 -0.526735 0.697 0.067 0.111
C -3.313951 -0.406733 -2.549675 0.722 0.153 -0.617
H -2.672614 -2.341338 -0.207189 -0.268 0.314 0.134
H -4.183300 -1.389737 -0.257018 0.114 0.097 0.120
H -2.986977 -1.137379 1.063994 -0.157 -0.158 0.141
C -3.123342 -1.365169 0.007490 0.595 -0.080 0.232
H -3.320554 -1.467088 -2.837866 0.282 0.343 0.207
H -4.364130 -0.117400 -2.369029 0.600 -0.012 0.359
H -4.297994 1.272891 -0.792605 0.400 0.091 0.350
H -2.825952 2.259861 -1.113809 -0.405 -0.095 0.311
H -2.941052 0.198480 -3.383293 -0.083 -0.205 0.099
H -3.130214 1.606561 0.552498 -0.254 0.263 -0.228
C -0.259800 2.560210 -0.487194 1.170 6.876 -2.322
O -0.231034 3.701178 -0.821060 -0.433 -5.801 1.590
C 2.570919 -0.879053 3.848996 -0.194 -0.990 0.173
C 1.730760 0.277279 3.590651 -0.819 1.394 -0.571
C 2.304135 1.612097 3.521594 -1.837 0.159 0.104
C 1.217555 2.473976 3.336490 1.850 -0.734 -0.015
C 0.038873 1.643040 3.249027 1.595 -1.042 0.084
C -1.387557 1.915125 3.039286 -1.031 -0.495 0.351
N 0.398029 0.332155 3.395707 -0.364 -0.581 -0.551
H 3.470183 -0.791109 3.262561 0.541 -0.006 -0.210
H 2.885160 -0.824516 4.888543 0.154 -0.083 0.282
H 2.139273 -1.870619 3.688999 -0.245 0.312 0.003
H 3.364412 1.696123 3.682957 0.087 0.879 -0.075
H 1.306634 3.532561 3.223409 -0.269 0.453 0.085
H -1.875603 2.458911 3.868506 0.299 -0.067 -0.305
H -1.665322 2.439062 2.135639 0.217 0.776 -0.469
H -1.880338 0.938549 2.963463 -0.021 0.072 0.303
```
Positions in Å, forces in eV/Å.

Atom charges from the Mulliken analysis, given in e for atoms 1 to 6:
1. C -1.7393
2. C 0.9691
3. H 0.3835
4. H 0.3852
5. H 0.4530
6. O -0.5324



> energy relative to the best compared isomer or geometry (same formula, charge and spin) of number 1 (C3H5BrOS)?

307.3 kJ/mol